Run w
ORCA calculation (ωB97M-V/def2-TZVPD) on a structure of composition C20H23NiPSe2.

## Properties
HOMO energy (alpha / beta), eV: -5.099 / -7.741
LUMO (alpha / beta), eV: 0.45 / -1.84
2S+1: 3
HOMO-LUMO gap (alpha / beta), eV: 5.55 / 5.90
Expectation value of S²: 2.020
Total charge: 0

```
47
Properties=species:S:1:pos:R:3:mulliken_spin:R:1
C -2.39 -0.39 -3.24 0.02
C 0.69 -1.10 -2.48 0.17
C -1.49 0.29 -1.96 -0.01
H -2.10 0.22 -4.11 0.00
C 1.29 0.19 -2.83 0.12
H 1.42 -1.81 -2.05 0.02
H -2.32 0.67 -1.32 -0.01
H 2.32 0.19 -3.20 0.00
C -0.74 1.55 -2.41 0.01
H -0.34 2.06 -1.52 -0.01
H -1.48 2.22 -2.86 0.00
C -1.77 -1.77 -3.39 0.09
H -2.16 -2.23 -4.30 0.00
H -2.09 -2.41 -2.56 -0.02
C -0.23 -1.82 -3.49 -0.05
H 0.06 -1.51 -4.50 0.00
H 0.04 -2.89 -3.42 0.00
C 0.40 1.25 -3.40 -0.01
H -0.01 0.98 -4.39 0.01
H 0.99 2.16 -3.54 0.00
Ni 1.06 -0.10 -1.16 0.33
H -3.45 -0.47 -3.33 -0.01
Se 2.98 0.52 -0.09 0.13
P 1.10 0.11 0.96 0.25
Se -0.92 -0.96 -0.61 0.81
C 1.08 -1.19 2.22 0.03
C 1.15 -2.54 1.81 0.04
C 0.98 -3.55 2.76 -0.01
C 0.80 -3.23 4.11 0.02
C 0.81 -1.89 4.53 -0.01
C 0.97 -0.87 3.59 0.01
C 0.43 1.59 1.75 -0.01
C -0.87 1.53 2.29 0.05
C -1.32 2.61 3.05 0.00
C -0.50 3.72 3.25 0.03
C 0.77 3.79 2.67 -0.01
C 1.23 2.73 1.89 0.03
H 1.31 -2.78 0.76 0.01
H 1.01 -4.60 2.45 0.00
H 0.65 -4.02 4.84 0.00
H 0.69 -1.64 5.58 0.00
H 1.01 0.18 3.91 0.00
H -1.50 0.65 2.12 -0.01
H -2.32 2.57 3.50 0.00
H -0.86 4.56 3.86 0.00
H 1.40 4.66 2.82 0.00
H 2.22 2.75 1.42 0.01
```

Run x
ORCA calculation (ωB97M-V/def2-TZVPD) on a structure of composition C20H23NiPSe2.

## Properties
HOMO energy (alpha / beta), eV: -6.529 / -7.466
LUMO (alpha / beta), eV: 0.38 / -1.15
2S+1: 3
HOMO-LUMO gap (alpha / beta), eV: 6.91 / 6.32
Expectation value of S²: 2.041
Total charge: 0

```
47
Properties=species:S:1:pos:R:3:mulliken_spin:R:1
C -1.53 -1.03 -3.28 0.07
C 1.34 -0.19 -3.24 0.02
C -2.00 0.17 -3.63 -0.04
H -2.05 -1.58 -2.47 0.00
C 0.92 1.09 -3.06 0.00
H 2.12 -0.59 -2.62 0.00
H -3.06 0.43 -3.39 0.01
H 1.34 1.69 -2.24 0.00
C -1.27 1.12 -4.56 0.01
H -1.97 1.94 -4.84 0.00
H -1.06 0.60 -5.55 0.00
C -0.52 -1.79 -4.08 -0.01
H -1.01 -2.09 -5.04 0.01
H -0.33 -2.73 -3.54 0.00
C 0.81 -1.04 -4.38 0.01
H 0.68 -0.40 -5.28 0.00
H 1.58 -1.76 -4.66 0.00
C 0.05 1.81 -4.10 0.00
H 0.65 2.03 -5.01 0.00
H -0.23 2.79 -3.70 0.00
Ni 0.34 0.16 -0.80 0.94
H -1.02 -0.34 -1.36 -0.01
Se 2.27 -0.49 0.05 0.07
P 0.49 -0.02 1.37 0.18
Se -1.73 1.02 -0.84 0.63
C 0.03 -1.35 2.52 0.04
C -0.59 -2.50 2.02 0.01
C -1.02 -3.46 2.94 -0.01
C -0.86 -3.26 4.32 0.02
C -0.20 -2.13 4.78 -0.01
C 0.27 -1.19 3.89 0.01
C 0.60 1.33 2.58 -0.01
C -0.42 1.72 3.48 0.02
C -0.12 2.64 4.47 0.00
C 1.16 3.21 4.55 0.02
C 2.17 2.77 3.67 -0.01
C 1.87 1.86 2.67 0.01
H -0.71 -2.62 0.94 0.00
H -1.47 -4.38 2.59 0.00
H -1.24 -3.99 5.03 0.00
H -0.01 -1.96 5.84 0.00
H 0.81 -0.31 4.25 0.00
H -1.43 1.28 3.40 0.00
H -0.86 2.92 5.23 0.00
H 1.39 3.94 5.34 0.00
H 3.18 3.14 3.81 0.00
H 2.62 1.54 1.96 0.01
```

Most stable one: run x, least stable one: run w.